Entry 1:
Here is 5 unconnected molecules or ions with the total composition C46H69BrClF5N7O4PS in a non-equilibrium geometry from OMol25. Energies are from ωB97M-V/def2-TZVPD.

SMILES: CCCCCCc1ccc2c(c1C(F)(F)c1cccc(C(F)(F)F)c1)N(CCN)c1cc([C@H](Br)CC)c(C[C@@H](C)Cl)c([PH2]=N)c1S2.CNC(C)=O.CNC(C)=O.CNC(C)=O.CNC(C)=O
Multiplicity: 1
ΔE to the lowest compared entry with this formula, charge and spin, kcal per mole: 0.00
Frontier orbital gap, hartree: 0.30886

Geometry as XYZ:
```
135
Properties=species:S:1:pos:R:3:mulliken_charge:R:1
C 0.16 -2.77 2.91 -0.496
C 2.18 3.44 -5.54 0.202
N 3.68 5.00 -1.14 -0.771
H -6.90 -3.75 2.91 0.237
H -0.20 -1.81 2.55 0.510
H -3.34 -3.08 -1.99 0.152
C -0.60 -3.54 3.80 -0.959
H -2.71 0.70 -1.77 0.186
H -5.09 -5.92 -3.94 0.375
C 5.17 -1.82 3.70 -0.671
H 3.12 -2.55 4.14 0.065
H 2.82 3.07 -7.64 0.322
C 1.41 -3.21 2.50 -0.359
C -4.12 -2.57 1.49 -0.507
H -1.56 -3.14 4.10 0.488
H -4.53 3.07 3.78 0.316
N -4.48 2.39 1.82 -0.103
N 1.21 -0.15 -0.13 0.985
C -0.14 -4.74 4.28 -0.896
H -4.33 -2.81 0.44 -0.009
H 1.71 4.33 -5.12 0.466
Cl 0.88 2.22 -5.79 -0.151
C 2.31 2.76 -2.15 0.365
P 2.35 4.57 -1.90 0.667
H 5.77 -0.42 -5.98 0.435
C 3.01 -0.59 3.13 1.154
H -4.48 -6.30 -2.31 0.337
C 2.10 0.03 -2.38 -0.376
H -1.81 -1.09 -1.13 0.005
C 8.52 -1.00 1.07 -1.260
C 1.68 -6.47 4.40 0.861
H 5.52 0.22 4.51 0.211
H -3.70 -1.57 1.53 0.068
H 6.79 -0.98 4.95 0.484
C 7.00 -0.20 2.98 -0.825
C 1.86 0.10 1.12 -0.722
F 0.73 -7.39 4.66 -0.263
C -7.58 7.74 1.45 -1.388
H 1.25 4.99 -1.12 0.040
C 2.56 1.75 2.78 -1.040
C -7.62 6.49 -1.24 -0.868
C 5.26 0.50 -5.67 -1.449
O -5.83 -1.63 2.89 -0.686
F 2.32 -6.24 5.58 -0.268
H 2.59 4.81 -7.15 0.368
C -5.71 -5.04 1.73 -0.814
H 3.67 -1.17 5.07 0.703
N -6.06 -3.79 2.36 -0.130
H -0.55 -0.92 0.64 -0.686
H 7.39 -2.28 2.33 0.269
F 1.91 -2.69 0.29 -0.240
C 2.94 3.81 -6.85 -1.246
H -5.59 -5.80 2.50 0.291
C 2.39 -0.93 1.91 -0.556
H 8.70 -1.49 3.22 0.342
O -7.17 -4.82 -1.92 -0.656
H -8.04 7.47 -1.02 0.337
H 6.38 0.12 2.13 0.196
C 1.98 1.42 1.58 0.727
H -7.45 8.00 2.50 0.301
H 3.32 1.32 -6.33 -0.299
H 2.62 2.79 3.10 0.474
H -3.51 -4.37 -3.20 0.325
C 1.10 -5.18 3.87 0.051
C -4.60 3.48 2.77 -0.930
H 5.53 -2.76 4.15 0.410
C -1.02 -0.35 -1.35 -0.837
H -3.83 4.23 2.63 0.284
H -6.63 4.96 -0.15 0.183
C 3.25 3.00 -4.46 -1.771
H 3.56 0.99 4.49 0.439
H -3.39 -3.27 1.89 0.361
H 4.19 4.14 -0.99 0.303
O -3.58 1.25 0.11 -0.614
H -4.79 -4.97 1.15 0.291
H 9.10 -1.85 0.67 0.369
H 4.17 2.62 -4.92 0.187
H -0.65 0.81 0.44 0.378
F 3.59 -3.00 1.63 -0.341
C -6.03 -4.81 -2.35 0.826
C 6.09 -0.65 4.16 -0.568
H 7.69 -0.82 0.38 0.285
H 5.51 0.81 -4.65 0.387
C -3.95 -3.45 -2.82 -0.741
C 7.92 -1.33 2.46 -0.232
H 5.61 1.27 -6.39 0.398
H 5.32 -1.93 2.62 0.395
C -5.39 -2.61 2.30 0.590
H 9.15 -0.10 1.12 0.311
H 7.63 0.66 3.25 0.504
C 1.73 0.62 -1.21 -2.516
H -0.41 -0.79 -2.16 0.330
N -5.31 -3.66 -2.36 -0.120
C -2.50 3.30 0.71 -1.121
N -1.72 0.87 -1.83 -0.358
H 4.01 3.92 -6.62 0.302
H -8.41 5.84 -1.62 0.291
H 2.83 -4.83 2.71 0.538
H 2.33 5.26 -3.14 0.042
H -5.15 1.63 1.87 0.222
C -5.37 -6.06 -2.89 -1.320
C 3.67 -1.62 4.06 -1.609
H -1.52 1.00 -2.82 0.219
C 2.36 -2.43 1.55 1.803
H -6.85 6.59 -2.00 0.285
O -6.46 5.72 2.10 -0.614
H -6.52 -5.34 1.06 0.288
C -3.56 2.23 0.85 0.681
C 3.08 0.73 3.55 -0.602
C 2.96 -0.15 -4.69 -0.297
H 3.57 3.96 -4.02 0.889
H -6.06 -6.89 -2.82 0.328
S 1.33 2.70 0.49 -0.409
N -7.05 5.87 -0.06 -0.131
Br 4.05 -1.70 -4.00 -0.154
C 1.84 2.01 -1.09 1.325
H 1.96 -1.05 -2.43 0.698
H -1.83 3.03 -0.11 0.038
C 2.71 2.12 -3.34 0.363
C 3.71 0.40 -5.91 0.026
C 2.62 0.73 -3.49 -0.009
H -3.95 -2.70 -3.61 0.279
H -0.72 -5.34 5.00 0.439
F 2.61 -6.99 3.59 -0.267
H 3.62 -0.35 -6.71 0.450
H -1.91 3.38 1.62 0.389
H -2.96 4.26 0.48 0.530
H -8.64 7.74 1.22 0.361
H -7.07 8.49 0.84 0.369
H -5.58 3.94 2.64 0.393
H 2.04 -0.64 -5.03 0.567
C 1.86 -4.43 2.99 -0.334
C -6.99 6.37 1.21 0.826
C -0.26 -0.11 -0.04 0.893
H -5.81 -2.87 -1.98 0.210
```



Entry 2:
Here is 5 unconnected molecules or ions with the total composition C46H69Cl3O19 in a non-equilibrium geometry from OMol25. Energies are from ωB97M-V/def2-TZVPD.

SMILES: C=C[C@H](CCCC(=O)OCC)OC[C@@H](O[C@](Cl)(CCc1ccccc1)COCCOCCOCC)/C(Cl)=C(\C)Cl.C[C@@H]1COC(=O)O1.C[C@@H]1COC(=O)O1.C[C@@H]1COC(=O)O1.C[C@@H]1COC(=O)O1
Multiplicity: 1
Frontier orbital gap, hartree: 0.30639

Geometry as XYZ:
```
137
Properties=species:S:1:pos:R:3:mulliken_charge:R:1
H 7.97 -1.49 -9.84 0.349
H 1.07 6.90 -1.50 0.280
H 2.64 2.26 3.74 0.226
H 1.59 0.90 2.92 0.204
H -2.01 -2.87 3.66 0.274
Cl -3.03 -1.89 -3.94 -0.170
H -6.17 1.25 3.74 0.193
H -1.04 0.58 -1.71 0.003
H 3.99 -2.44 6.59 0.359
C -6.15 -2.35 -0.96 -0.592
H -9.79 2.28 2.04 0.295
O 5.22 -1.39 -9.83 -0.323
C -11.84 0.79 2.85 -1.461
O 2.20 0.21 5.54 -0.570
C 2.01 -0.20 -6.86 -0.428
C 3.52 0.44 -7.17 -0.447
C 5.60 -5.00 3.90 0.544
H 1.29 -0.27 -7.78 0.270
H -2.64 -0.16 0.69 0.051
H 1.03 4.79 -3.51 0.251
H -6.41 -0.20 2.37 0.047
C 9.00 0.38 7.82 -1.456
H -4.55 3.62 -0.92 0.282
H 3.71 -1.36 5.21 0.314
H -5.26 2.66 -2.37 0.295
H -3.71 1.17 -0.78 -0.131
C -1.75 5.04 -1.59 0.093
C -8.84 -0.18 1.29 0.535
H 6.36 0.55 8.19 0.308
Cl -2.32 -4.71 -0.73 -0.196
C -3.70 -1.41 2.92 0.233
Cl -5.66 -5.33 -0.80 -0.225
H -4.60 -1.98 3.47 0.344
H 5.37 -4.15 -9.81 0.317
H 0.38 5.50 -0.37 0.140
C -2.37 -1.74 3.81 -0.994
C -5.05 -3.58 -0.88 0.320
H 3.85 0.80 -8.26 0.370
O -0.86 6.16 -2.06 -0.439
H -2.71 -1.69 4.95 0.438
H -0.88 0.89 -3.57 0.249
C 7.41 -2.43 -9.82 -1.474
C -5.66 0.45 3.05 -0.838
C -1.57 0.37 -2.76 -0.057
H 3.92 -3.06 2.92 0.281
H 6.65 2.30 7.97 0.314
O -3.70 4.07 -2.89 -0.374
H 2.92 -2.95 5.30 0.369
H -1.37 4.07 -2.12 0.089
H 8.65 -0.63 8.10 0.353
H -0.39 -1.16 2.83 0.217
H -9.12 1.87 3.64 0.337
C -0.24 -1.89 -3.62 -0.600
H -0.93 -0.50 5.98 0.402
O 5.69 -4.08 2.89 -0.350
H 8.02 -3.19 -9.34 0.378
C 1.33 4.74 -2.37 -0.836
H -12.15 1.24 1.90 0.357
H 5.37 -2.03 2.92 0.251
H -2.23 2.32 -1.14 -0.119
C 2.75 -0.49 -4.17 -0.409
C -4.17 0.20 2.99 0.161
H -3.43 1.10 2.96 0.216
H 1.67 3.78 1.89 0.342
O -8.23 -0.80 0.44 -0.471
C 3.95 -1.82 -9.55 0.619
C 6.10 -2.23 -9.08 0.572
O -1.59 -1.80 -1.52 -0.426
H -0.74 -0.40 -5.33 0.343
C 1.59 -0.68 -5.31 0.563
O 2.94 -1.22 -9.87 -0.562
H -1.59 -1.74 0.98 -0.004
O 5.95 -6.16 3.81 -0.567
H -1.78 4.99 -0.42 0.216
C -1.61 -1.28 -2.90 0.496
H -10.17 -0.29 3.68 0.259
C 0.07 -1.24 -5.09 -0.347
H 1.18 3.64 -1.96 0.163
H 0.61 -1.78 -2.83 0.137
H 0.27 -1.76 5.25 0.169
C -4.24 3.08 -1.93 -0.580
H -6.17 -1.80 -1.99 0.251
H -7.21 -2.84 -0.76 0.316
H 2.46 5.02 -2.25 0.343
C 3.84 -2.41 5.51 -1.405
C 5.03 -3.04 4.80 0.876
H 0.38 2.39 1.48 -0.005
H -6.02 -1.53 -0.12 0.018
H -12.50 -0.07 3.01 0.357
H 0.05 3.66 2.93 0.229
C -3.56 -3.30 -0.83 -0.083
O 0.63 1.83 4.58 -0.387
O 5.82 1.30 6.36 -0.254
O 5.85 0.04 4.44 -0.542
H 7.24 -2.71 -10.86 0.362
O -2.89 1.02 -2.83 -0.401
C 6.40 0.47 5.44 0.601
C -2.92 -1.77 -0.89 0.081
H 5.74 1.10 -6.17 0.328
C 4.27 0.13 -4.48 -0.470
C -0.23 -0.69 5.06 -0.488
C 1.54 1.96 3.40 0.061
C 6.69 1.32 7.48 -0.502
C 0.48 5.87 -1.49 -0.096
C 0.89 3.04 2.34 -0.776
H 8.47 1.95 6.44 0.266
O -3.69 -1.94 1.54 -0.153
O -8.33 0.85 2.02 -0.247
C 4.94 -2.96 3.31 -0.320
O 5.06 -4.44 5.03 -0.419
C -3.18 1.82 -1.63 0.615
O 7.69 0.17 5.79 -0.310
H -4.01 5.71 -1.40 0.244
O -10.14 -0.43 1.64 -0.335
C -2.66 -1.33 0.70 -0.057
C -1.12 -0.70 3.65 0.142
H -3.66 -0.97 -1.32 0.213
C 4.68 0.64 -5.99 -0.429
C -10.40 0.34 2.81 0.506
H 2.55 -0.80 -3.06 0.122
H -3.12 6.17 -3.03 0.285
H 5.96 -2.60 5.17 0.103
C 5.30 -3.49 -8.95 -0.516
H 5.56 -4.05 -8.04 0.323
C -3.27 5.31 -2.22 -0.506
C -9.42 1.47 2.67 -0.539
H 6.27 -1.76 -8.11 0.230
H 9.13 0.97 8.72 0.376
H -0.45 -3.06 -3.71 0.348
H -12.01 1.51 3.66 0.375
H 5.06 0.26 -3.61 0.280
O 3.97 -3.00 -8.87 -0.290
C 0.95 0.45 5.07 0.304
C 8.02 1.04 6.86 0.490
H 9.97 0.25 7.33 0.350
H -0.14 -2.10 -5.89 0.382
H -1.40 0.37 3.27 0.012
```



no.,LUMO (eV)
1,0.223
2,0.048